1.
{"formula": "C3H11N2S", "method": "ωB97M-V/def2-TZVPD", "total_charge": 1, "species": ["H", "C", "H", "H", "H", "C", "H", "H", "H", "S", "H", "H", "C", "H", "H", "N", "N"], "xyz": [[-0.91994, 1.10329, 2.53510], [-1.18365, 2.40371, 0.86672], [1.57424, -1.32404, -0.53151], [0.17959, -3.37496, -0.47152], [1.08847, -2.60262, -3.15345], [-0.86997, 2.17180, 2.31733], [0.95022, 1.34125, 0.74348], [-1.71427, 2.58696, 2.87585], [0.83620, -0.47024, -1.80443], [0.21164, 1.85569, -0.24557], [-2.06675, 1.88492, 0.51482], [-1.22557, 3.45406, 0.58298], [0.92024, -2.46521, -2.08736], [0.03623, 2.61441, 2.71486], [0.32762, -4.32539, -1.95701], [0.55906, -3.52378, -1.39876], [1.29663, -1.32984, -1.50150]], "lowdin_charge": [0.073, -0.565, 0.124, 0.152, 0.166, -0.183, -0.162, 0.082, 0.083, 0.657, 0.061, 0.058, -0.142, 0.077, 0.139, 0.212, 0.167]}

2.
{"formula": "C3H11N2S", "method": "ωB97M-V/def2-TZVPD", "smiles": "C[C@H]([NH3+])N(C)S", "total_charge": 1, "species": ["N", "H", "H", "H", "H", "N", "H", "H", "C", "C", "S", "H", "H", "H", "H", "C", "H"], "xyz": [[-0.82318, 0.34347, -0.50151], [-2.04654, 1.86847, -0.33176], [1.53879, -2.12988, -0.40292], [0.09986, -0.64341, 1.48982], [0.49658, 0.88315, 1.58163], [0.86267, 0.00919, 1.25671], [0.35164, -1.72378, -1.67108], [0.00328, -2.47943, -0.32307], [0.44909, -0.18526, -0.32892], [-0.98962, 1.77163, -0.25843], [-2.17853, -0.58571, 0.50067], [1.84730, -0.07092, 1.32680], [1.19843, 0.41583, -0.85070], [-0.50639, 2.15775, 0.73826], [-0.30982, 2.25082, -0.91892], [0.59793, -1.62401, -0.69060], [-2.48183, -0.94059, -0.71580]], "lowdin_charge": [-0.405, 0.066, 0.111, 0.102, 0.104, 0.234, 0.064, 0.097, -0.405, -0.124, 0.832, 0.148, 0.164, 0.110, 0.084, -0.058, -0.123]}

3.
{"formula": "C3H11N3", "method": "ωB97M-V/def2-TZVPD", "smiles": "C=CN.NCN", "species": ["H", "H", "H", "H", "H", "H", "C", "N", "C", "N", "H", "H", "N", "H", "C", "H", "H"], "xyz": [[2.53280, -1.90018, -2.95684], [0.42080, 0.98241, 2.93509], [-0.78444, -1.18920, -2.27023], [-1.47598, 1.29041, 3.76866], [3.22036, -0.14272, -2.81568], [-2.99994, 0.52694, 3.07162], [2.44567, -0.86515, -2.65986], [0.00429, 1.06407, 2.02788], [-1.36746, 0.64913, 1.82883], [0.14695, -1.26071, -2.62986], [0.88139, 0.38119, -1.74789], [0.21130, -2.01560, -3.28684], [-2.04033, 0.79210, 3.11734], [-1.89151, 1.27258, 1.09844], [1.23235, -0.49364, -2.28518], [0.64555, 1.17319, 1.26578], [-1.32712, -0.39127, 1.48115]], "lowdin_charge": [0.045, 0.056, 0.074, 0.050, 0.034, 0.059, -0.043, -0.018, -0.382, 0.024, 0.100, 0.082, -0.007, 0.096, -0.314, 0.054, 0.092]}

4.
{"formula": "C3H11N3", "method": "ωB97M-V/def2-TZVPD", "smiles": "[H]/N=N\\NC.CC", "species": ["C", "H", "H", "C", "H", "N", "C", "H", "H", "H", "N", "N", "H", "H", "H", "H", "H"], "xyz": [[1.47099, 0.48382, 0.18089], [1.80056, -0.18098, -1.84852], [-2.65418, -1.52943, 1.26851], [1.80482, 0.74939, -1.28270], [-0.61477, 1.28974, 0.83841], [-1.33150, -0.80186, -0.22837], [-1.58396, -1.38814, 1.07190], [-1.17306, -0.73929, 1.84811], [1.52955, 1.40541, 0.76233], [2.78006, 1.22456, -1.39140], [-1.34021, 1.55465, 0.07877], [-1.76477, 0.61483, -0.53000], [-1.07976, -2.35553, 1.13944], [1.04054, 1.39060, -1.72700], [-1.61989, -1.36633, -1.01616], [2.20636, -0.19466, 0.62253], [0.52922, -0.15678, 0.21327]], "lowdin_charge": [-0.209, 0.062, 0.072, -0.168, 0.060, -0.146, -0.136, 0.066, 0.064, 0.060, 0.038, -0.089, 0.081, 0.055, 0.097, 0.062, 0.030]}

5.
{"formula": "C3H11N3", "method": "ωB97M-V/def2-TZVPD", "total_charge": 2, "species": ["C", "H", "H", "H", "H", "H", "C", "C", "N", "H", "H", "N", "H", "H", "N", "H", "H"], "xyz": [[-0.82166, -0.36259, 1.39978], [-0.45154, -2.83219, -2.35774], [-0.51061, 2.47806, 1.52578], [-0.77275, -1.46012, 1.48064], [1.24238, -3.54299, -2.33388], [-1.16000, 1.32183, -0.53117], [0.55827, -2.76395, -1.94648], [0.11408, 2.46807, 0.63245], [-0.17606, 1.24800, -0.19951], [-1.84650, 0.01923, 1.30301], [-0.46609, -0.12065, 2.43300], [0.10869, 0.06844, 0.50195], [0.46079, 1.29012, -1.01404], [1.16593, 2.48112, 0.91683], [0.87741, -1.89037, -1.14061], [-0.11142, 3.35571, 0.04036], [1.78909, -1.75772, -0.71038]], "lowdin_charge": [-0.088, 0.145, 0.114, 0.123, 0.170, 0.206, 0.127, 0.048, -0.012, 0.122, 0.158, 0.030, 0.196, 0.120, 0.268, 0.125, 0.147]}

6.
{"formula": "C3H11N3", "method": "ωB97M-V/def2-TZVPD", "total_charge": 2, "species": ["H", "C", "C", "H", "H", "H", "H", "H", "H", "H", "C", "N", "H", "N", "H", "N", "H"], "xyz": [[0.26045, 0.82987, -1.73544], [3.49138, 0.10981, 0.19337], [-2.85001, 0.22104, -0.28180], [-3.83077, -0.31059, -0.14459], [3.90443, -0.04852, 1.23483], [3.48477, 1.14877, -0.09984], [-2.05264, -0.00741, 1.71591], [-1.71437, -1.33807, 0.49366], [0.74128, -1.34747, 0.30939], [-3.10624, 1.23859, -0.30743], [0.61402, -0.25294, 0.03287], [-1.82158, -0.26530, 0.63550], [3.89348, -0.65908, -0.50455], [-0.52725, 0.61506, 0.34702], [-2.66709, -0.16107, -1.29228], [-0.10871, 0.29506, -0.94089], [2.28883, -0.06775, 0.34427]], "lowdin_charge": [0.218, 0.113, -0.025, 0.150, 0.099, 0.056, 0.272, 0.225, 0.198, 0.101, 0.082, 0.042, 0.089, 0.087, 0.113, 0.146, 0.033]}

Result set for strongest force on any atom: 1.7 3.6 2.6 3.3 2.4 3.8 eV/A, one per record in the order listed.
Result set for energy relative to the best compared isomer or geometry (same formula, charge and spin): 23.0 75.6 54.9 74.4 108.0 165.3 kcal/mol, one per record in the order listed.
Result set for energy: -17098.015 -17095.736 -7757.704 -7756.856 -7736.350 -7733.864 eV, one per record in the order listed.